Computed, not measured: a 3-piece molecular cluster, C17H42N5O9P2 overall, with wB97M-V/def2-TZVPD.

Computed properties:
maximum force: 9.88 eV/A
orbital gap: 6.8 eV
HOMO: -11.03 eV
total charge: +1
multiplicity: 1

```
75
Properties=species:S:1:pos:R:3:lowdin_charge:R:1
C 7.227 -1.804 -2.305 -0.09
C 7.406 -2.612 -3.736 -0.34
O 8.865 -2.766 -3.945 -0.10
C 6.737 -1.779 -5.023 -0.10
N 5.570 -1.009 -4.451 0.02
C 4.307 -1.479 -4.201 -0.17
N 3.329 -0.504 -3.581 0.11
C 2.114 -1.417 -3.441 0.08
N 2.480 -2.809 -3.996 0.04
N 3.802 -2.872 -4.485 -0.15
N 4.375 -3.993 -5.061 0.09
H 7.780 -2.409 -1.438 0.10
H 7.745 -0.729 -2.320 0.11
H 6.117 -1.684 -1.955 0.08
H 6.859 -3.653 -3.614 0.14
H 9.245 -2.793 -3.009 0.11
H 6.401 -2.511 -5.893 0.13
H 7.585 -1.090 -5.493 0.16
H 5.764 -0.003 -4.162 0.18
H 1.078 -1.089 -2.960 0.14
H 1.834 -3.639 -4.010 0.17
H 4.284 -4.821 -4.421 0.13
H 3.802 -4.252 -5.904 0.13
O -0.921 0.633 -2.719 -0.27
P -1.752 1.397 -1.659 0.78
O -3.208 0.830 -2.207 -0.23
C -3.579 -0.478 -1.800 -0.29
C -3.916 -0.527 -0.320 -0.08
O -1.692 2.821 -2.523 -0.27
C -0.678 3.081 -3.483 -0.29
C -1.155 2.695 -4.871 -0.07
O -2.681 2.252 -0.476 -0.26
C -3.253 3.539 -0.669 -0.28
C -4.396 3.560 -1.670 -0.07
H -2.779 -1.185 -2.039 0.10
H -4.460 -0.763 -2.384 0.12
H -3.029 -0.331 0.291 0.05
H -4.308 -1.512 -0.046 0.09
H -4.661 0.234 -0.065 0.08
H 0.263 2.590 -3.215 0.10
H -0.482 4.159 -3.461 0.12
H -1.493 1.655 -4.917 0.07
H -0.357 2.832 -5.608 0.08
H -2.011 3.310 -5.166 0.08
H -2.478 4.272 -0.916 0.12
H -3.651 3.845 0.304 0.12
H -4.074 3.291 -2.679 0.07
H -4.840 4.561 -1.719 0.09
H -5.175 2.844 -1.382 0.08
O -2.508 -1.574 4.057 -0.23
P -1.554 -0.852 5.041 0.77
O -2.699 -0.684 6.225 -0.24
C -2.951 -1.819 7.038 -0.30
C -1.782 -2.115 7.962 -0.09
O -1.753 0.617 4.282 -0.28
C -2.178 0.720 2.931 -0.30
C -3.683 0.903 2.863 -0.06
O -0.488 -0.047 6.140 -0.26
C -0.351 1.364 6.247 -0.29
C -1.572 2.059 6.827 -0.07
H -3.176 -2.686 6.409 0.11
H -3.841 -1.601 7.635 0.12
H -0.900 -2.422 7.392 0.07
H -2.035 -2.921 8.659 0.08
H -1.506 -1.225 8.536 0.08
H -1.835 -0.134 2.337 0.09
H -1.692 1.606 2.506 0.11
H -4.219 0.110 3.392 0.08
H -4.026 0.918 1.824 0.04
H -3.975 1.844 3.341 0.08
H -0.049 1.797 5.288 0.11
H 0.490 1.538 6.928 0.12
H -2.454 1.956 6.189 0.07
H -1.376 3.130 6.952 0.08
H -1.832 1.633 7.803 0.08
```

=====

Computed, not measured: C9H29ClNbO9PS4 as an isolated structure, with wB97M-V/def2-TZVPD.

Computed properties:
maximum force: 7.07 eV/A
orbital gap: 3.8 eV
HOMO: -0.44 eV
total charge: -2
multiplicity: 1

```
54
Properties=species:S:1:pos:R:3:lowdin_charge:R:1
O 6.275 -1.109 1.696 -0.29
C 5.309 -1.985 1.311 -0.65
O 5.631 -3.348 0.774 -0.44
Nb 3.065 -1.462 1.508 0.89
Cl 3.501 0.410 3.094 -0.23
P 0.514 -1.246 1.771 0.46
O 0.125 0.262 2.057 -0.52
O -0.203 -1.900 0.299 -0.38
O 0.011 -2.354 3.060 -0.39
H 3.013 -2.659 2.883 -0.14
H 2.749 -2.740 0.267 -0.12
H 3.134 -0.255 0.155 -0.15
H -0.383 -2.865 0.506 0.04
H 0.595 -3.173 2.914 0.03
C 0.127 0.052 -4.113 -0.28
S -0.338 -1.358 -3.079 0.80
O 0.816 -2.316 -3.076 -0.55
C -1.587 -2.015 -4.211 -0.30
H 0.933 0.596 -3.615 0.02
H 0.475 -0.298 -5.088 0.05
H -0.733 0.713 -4.236 0.05
H -1.133 -2.237 -5.180 0.04
H -2.391 -1.285 -4.331 0.02
H -1.994 -2.934 -3.783 0.04
C -5.066 -1.896 -0.370 -0.28
S -4.715 -0.346 -1.234 0.80
O -3.676 -0.636 -2.276 -0.57
C -3.882 0.458 0.156 -0.25
H -5.560 -2.578 -1.066 0.04
H -4.135 -2.348 -0.019 0.06
H -5.730 -1.700 0.475 0.05
H -3.024 -0.139 0.474 0.06
H -4.585 0.577 0.983 0.05
H -3.537 1.443 -0.169 0.05
C -0.922 -0.524 5.588 -0.27
S 0.094 0.674 6.485 0.80
O 1.513 0.190 6.436 -0.55
C -0.559 0.282 8.125 -0.30
H -0.655 -0.482 4.530 0.01
H -0.736 -1.531 5.969 0.06
H -1.978 -0.267 5.705 0.04
H -0.396 -0.775 8.350 0.05
H -1.626 0.512 8.159 0.04
H -0.035 0.893 8.864 0.04
C 3.220 3.843 -5.361 -0.28
S 2.378 3.892 -3.761 0.84
O 1.549 2.648 -3.648 -0.54
C 1.262 5.253 -4.179 -0.28
H 3.949 3.030 -5.345 0.05
H 2.496 3.665 -6.159 0.05
H 3.739 4.790 -5.529 0.05
H 0.659 4.988 -5.050 0.05
H 1.845 6.153 -4.387 0.04
H 0.604 5.438 -3.326 0.05
```

=====

Computed, not measured: a 2-piece molecular cluster, C6H14O overall, with wB97M-V/def2-TZVPD.

Computed properties:
maximum force: 3.40 eV/A
orbital gap: 9.5 eV
relative energy (zero: lowest compared OMol25 entry of this formula, charge and spin): 40.4 kcal/mol
HOMO: -8.73 eV
multiplicity: 1

```
21
Properties=species:S:1:pos:R:3:lowdin_charge:R:1
C -1.390 -2.160 1.080 -0.10
C -1.106 -0.784 0.408 -0.18
C 0.470 -0.607 0.067 -0.26
C 1.163 0.508 0.381 -0.16
C 2.546 0.919 -0.008 -0.09
C 1.157 -1.675 -0.855 -0.07
H -2.280 -2.124 1.644 0.05
H -0.513 -2.357 1.731 0.09
H -1.581 -2.922 0.396 0.04
H -1.599 -0.812 -0.568 0.09
H -1.421 0.136 0.932 0.10
H 0.555 1.359 0.785 0.11
H 3.092 0.249 -0.621 0.05
H 2.503 1.886 -0.328 0.04
H 3.133 0.823 0.890 0.08
H 1.707 -1.094 -1.663 0.08
H 0.470 -2.422 -1.344 0.08
H 1.903 -2.315 -0.368 0.07
H -2.200 4.369 -1.048 0.01
H -3.504 4.899 -0.554 0.03
O -3.105 4.123 -0.956 -0.05
```

=====

Computed, not measured: one molecule with the formula CH4N2, with wB97M-V/def2-TZVPD.

Computed properties:
maximum force: 5.39 eV/A
orbital gap: 9.9 eV
relative energy (zero: lowest compared OMol25 entry of this formula, charge and spin): 63.7 kcal/mol
HOMO: -8.61 eV
multiplicity: 1

```
7
Properties=species:S:1:pos:R:3:lowdin_charge:R:1
C -1.030 -0.062 -0.387 -0.08
H 1.899 0.465 0.174 0.07
H 0.988 -0.230 1.297 0.12
H -1.668 0.120 -1.267 0.05
H -1.435 -0.646 0.410 0.04
N 1.059 -0.008 0.302 -0.04
N 0.187 0.359 -0.529 -0.15
```

=====

Computed, not measured: C16H30HfN2OP2Se as an isolated structure, with wB97M-V/def2-TZVPD.

Computed properties:
maximum force: 3.66 eV/A
orbital gap: 6.2 eV
relative energy (zero: lowest compared OMol25 entry of this formula, charge and spin): 39.3 kcal/mol
HOMO: -6.25 eV
multiplicity: 1

```
53
Properties=species:S:1:pos:R:3:lowdin_charge:R:1
Hf 0.002 -0.079 0.293 1.22
P 2.603 -0.135 -0.009 0.68
P -2.605 0.126 0.382 0.69
N -0.053 1.122 -1.371 -0.26
H 1.434 -2.536 2.449 0.13
C 3.248 -1.604 -0.828 -0.26
H 4.338 -1.544 -0.848 0.05
H 2.865 -1.666 -1.851 0.05
H 2.940 -2.507 -0.291 0.04
C 3.426 -0.075 1.593 -0.27
H 4.491 -0.250 1.435 0.05
H 3.019 -0.833 2.271 0.03
H 3.275 0.906 2.054 0.06
C 3.222 1.272 -0.954 -0.27
H 4.312 1.281 -0.880 0.05
H 2.812 2.210 -0.563 0.05
H 2.917 1.185 -2.001 0.05
C -3.522 -1.245 -0.330 -0.26
H -4.589 -1.046 -0.221 0.05
H -3.266 -2.178 0.181 0.05
H -3.274 -1.354 -1.390 0.05
C -3.158 0.242 2.097 -0.27
H -4.248 0.248 2.105 0.05
H -2.775 1.156 2.562 0.05
H -2.788 -0.606 2.682 0.04
C -3.195 1.615 -0.447 -0.27
H -4.264 1.719 -0.244 0.05
H -3.021 1.534 -1.524 0.05
H -2.656 2.497 -0.087 0.05
C -0.020 1.925 -2.455 -0.49
C 0.026 2.177 -4.824 -0.13
C -0.003 1.326 -3.747 -0.08
C 0.001 3.332 -2.237 -0.08
C 0.030 4.133 -3.352 -0.12
C 0.042 3.565 -4.632 -0.13
H 0.035 1.742 -5.808 0.09
H -0.017 0.237 -3.803 0.09
H -0.009 3.685 -1.204 0.10
H 0.043 5.198 -3.202 0.09
H 0.064 4.219 -5.501 0.09
C 0.371 -2.726 2.223 -0.48
O 0.027 -1.829 1.155 -0.47
C 0.134 -3.970 1.422 -0.07
H -0.292 -4.697 2.079 0.06
H 1.080 -4.308 1.020 0.07
H -0.553 -3.780 0.583 0.09
C -0.466 -2.625 3.469 -0.10
H -1.426 -3.108 3.346 0.09
H -0.817 -1.636 3.704 -0.05
H 0.113 -2.970 4.324 0.09
Se 0.053 0.117 5.279 0.64
C 0.062 0.143 3.529 -0.94
N 0.032 0.392 2.366 -0.08
```

=====

What did the first record say?
Computed, not measured: a 3-piece molecular cluster, C17H42N5O9P2 overall, with wB97M-V/def2-TZVPD.

Computed properties:
maximum force: 9.88 eV/A
orbital gap: 6.8 eV
HOMO: -11.03 eV
total charge: +1
multiplicity: 1

```
75
Properties=species:S:1:pos:R:3:lowdin_charge:R:1
C 7.227 -1.804 -2.305 -0.09
C 7.406 -2.612 -3.736 -0.34
O 8.865 -2.766 -3.945 -0.10
C 6.737 -1.779 -5.023 -0.10
N 5.570 -1.009 -4.451 0.02
C 4.307 -1.479 -4.201 -0.17
N 3.329 -0.504 -3.581 0.11
C 2.114 -1.417 -3.441 0.08
N 2.480 -2.809 -3.996 0.04
N 3.802 -2.872 -4.485 -0.15
N 4.375 -3.993 -5.061 0.09
H 7.780 -2.409 -1.438 0.10
H 7.745 -0.729 -2.320 0.11
H 6.117 -1.684 -1.955 0.08
H 6.859 -3.653 -3.614 0.14
H 9.245 -2.793 -3.009 0.11
H 6.401 -2.511 -5.893 0.13
H 7.585 -1.090 -5.493 0.16
H 5.764 -0.003 -4.162 0.18
H 1.078 -1.089 -2.960 0.14
H 1.834 -3.639 -4.010 0.17
H 4.284 -4.821 -4.421 0.13
H 3.802 -4.252 -5.904 0.13
O -0.921 0.633 -2.719 -0.27
P -1.752 1.397 -1.659 0.78
O -3.208 0.830 -2.207 -0.23
C -3.579 -0.478 -1.800 -0.29
C -3.916 -0.527 -0.320 -0.08
O -1.692 2.821 -2.523 -0.27
C -0.678 3.081 -3.483 -0.29
C -1.155 2.695 -4.871 -0.07
O -2.681 2.252 -0.476 -0.26
C -3.253 3.539 -0.669 -0.28
C -4.396 3.560 -1.670 -0.07
H -2.779 -1.185 -2.039 0.10
H -4.460 -0.763 -2.384 0.12
H -3.029 -0.331 0.291 0.05
H -4.308 -1.512 -0.046 0.09
H -4.661 0.234 -0.065 0.08
H 0.263 2.590 -3.215 0.10
H -0.482 4.159 -3.461 0.12
H -1.493 1.655 -4.917 0.07
H -0.357 2.832 -5.608 0.08
H -2.011 3.310 -5.166 0.08
H -2.478 4.272 -0.916 0.12
H -3.651 3.845 0.304 0.12
H -4.074 3.291 -2.679 0.07
H -4.840 4.561 -1.719 0.09
H -5.175 2.844 -1.382 0.08
O -2.508 -1.574 4.057 -0.23
P -1.554 -0.852 5.041 0.77
O -2.699 -0.684 6.225 -0.24
C -2.951 -1.819 7.038 -0.30
C -1.782 -2.115 7.962 -0.09
O -1.753 0.617 4.282 -0.28
C -2.178 0.720 2.931 -0.30
C -3.683 0.903 2.863 -0.06
O -0.488 -0.047 6.140 -0.26
C -0.351 1.364 6.247 -0.29
C -1.572 2.059 6.827 -0.07
H -3.176 -2.686 6.409 0.11
H -3.841 -1.601 7.635 0.12
H -0.900 -2.422 7.392 0.07
H -2.035 -2.921 8.659 0.08
H -1.506 -1.225 8.536 0.08
H -1.835 -0.134 2.337 0.09
H -1.692 1.606 2.506 0.11
H -4.219 0.110 3.392 0.08
H -4.026 0.918 1.824 0.04
H -3.975 1.844 3.341 0.08
H -0.049 1.797 5.288 0.11
H 0.490 1.538 6.928 0.12
H -2.454 1.956 6.189 0.07
H -1.376 3.130 6.952 0.08
H -1.832 1.633 7.803 0.08
```